1.
Molecular formula: C41H42As2Br4MnN4O14
Method: DFT, ωB97M-V with the def2-TZVPD basis set

Results
Total energy = -18778.6869 Eh
Multiplicity = 6
⟨S²⟩ = 8.80
Charge = -2
Frontier orbital gap (alpha / beta) = 4.78 / 6.23 eV
Relative energy (zero: lowest compared OMol25 entry of this formula, charge and spin) = 24.6 kcal/mol

Last column: Löwdin charge in e.
CARTESIAN COORDINATES (ANGSTROEM)
Mn  0.4675  0.3461  0.3739  1.0635
C  1.4473  0.1585  4.5423  -0.0364
O  0.1346  0.4506  5.0483  -0.0669
C  -0.9817  0.1925  4.3087  -0.2154
C  -2.1561  0.1467  5.0267  -0.0212
C  -3.3947  -0.0726  4.4157  -0.1070
C  -3.4431  -0.2290  3.0543  -0.0719
C  -2.2643  -0.1621  2.2948  -0.1439
C  -2.3772  -0.2477  0.8634  -0.0430
N  -1.4255  -0.0818  0.0321  -0.0738
N  -1.7740  -0.1511  -1.3234  0.0997
C  -0.7107  0.0376  -2.0351  -0.4566
O  0.4834  0.2251  -1.5435  -0.1425
C  -0.8454  0.0283  -3.5089  -0.1442
C  0.2562  -0.3076  -4.2871  -0.0146
C  0.1472  -0.3319  -5.6695  -0.0821
C  -1.0631  -0.0195  -6.2782  -0.1028
C  -2.1642  0.3141  -5.4984  -0.0869
C  -2.0559  0.3375  -4.1160  -0.0321
C  -1.0072  0.0346  2.8999  -0.2530
O  0.0966  0.1101  2.2000  -0.1469
H  2.1137  0.2973  5.3908  0.0891
H  1.7315  0.8308  3.7371  0.0801
H  1.5084  -0.8740  4.1986  0.0848
H  -2.0832  0.2777  6.1009  0.1151
H  -4.2971  -0.1145  5.0126  0.0907
H  -4.3867  -0.3880  2.5404  0.1023
H  -3.3585  -0.4285  0.4340  0.1281
H  1.1812  -0.5721  -3.7897  0.1235
H  1.0039  -0.6099  -6.2726  0.0951
H  -1.1514  -0.0479  -7.3586  0.0892
H  -3.1123  0.5434  -5.9721  0.0937
H  -2.9071  0.5898  -3.4935  0.1085
Br  6.2020  4.2047  2.6949  0.6371
C  5.0214  2.9187  1.9469  -0.7731
C  5.5220  1.7978  1.3109  -0.7781
Br  7.3911  1.4933  1.1939  0.6309
C  4.6136  0.8593  0.7595  -0.6331
Br  5.2330  -0.6710  -0.1783  0.7319
C  3.2441  1.0271  0.8375  -0.3828
O  2.3713  0.1585  0.3636  -0.1945
C  2.7023  2.2143  1.4553  -0.4465
O  1.4381  2.3557  1.4466  -0.1043
C  3.6271  3.1154  2.0138  -0.6206
Br  2.8750  4.6176  2.9035  0.7408
C  -4.0379  -1.8903  -2.4761  -0.0844
O  -3.0144  -2.5185  -3.2427  -0.0531
C  -1.9788  -3.1332  -2.6139  -0.5771
O  -0.9224  -3.1681  -3.2360  0.0172
C  -2.0472  -3.5825  -1.2232  -0.3380
C  -3.0506  -4.3973  -0.6496  -0.3784
As  -3.2659  -4.7757  1.2375  1.2913
C  -4.6531  -3.4300  1.6754  -0.2874
C  -1.7610  -3.8124  2.0650  -0.3046
C  -0.6336  -3.4373  1.4669  -0.2867
As  -0.3185  -3.1251  -0.4650  1.3250
C  0.5836  -4.8688  -0.7024  -0.2706
C  0.6388  -3.3217  2.2804  -0.5292
O  0.8907  -3.9421  3.2772  0.1048
O  1.5310  -2.5487  1.6511  -0.1162
C  2.8659  -2.4589  2.1726  -0.0336
C  -1.8925  -3.6644  3.5636  -0.5228
O  -1.5002  -2.7557  4.2326  0.1239
O  -2.6409  -4.6533  4.1091  -0.1034
C  -2.8543  -4.5203  5.5110  -0.0586
C  -4.0043  -5.1078  -1.4407  -0.5715
O  -4.0280  -5.3163  -2.6462  0.0420
O  -5.0439  -5.6286  -0.6480  -0.1901
C  -6.0417  -6.3328  -1.3609  -0.1016
H  -4.6667  -1.3745  -3.2003  0.0842
H  -3.5984  -1.1695  -1.7885  0.0461
H  -4.6461  -2.6018  -1.9271  0.0724
H  -5.6376  -3.8693  1.5374  0.0057
H  -4.5385  -2.5724  1.0110  0.0082
H  -4.5410  -3.1043  2.7131  0.0080
H  -0.0227  -5.6539  -0.2553  0.0227
H  1.5677  -4.8455  -0.2264  0.0140
H  0.6950  -5.0422  -1.7701  0.0151
H  3.5449  -2.6816  1.3578  0.0611
H  3.0022  -3.1566  2.9919  0.0856
H  3.0376  -1.4403  2.5095  0.0812
H  -3.6268  -5.2401  5.7679  0.0847
H  -3.1731  -3.5105  5.7636  0.0872
H  -1.9384  -4.7396  6.0598  0.0941
H  -6.6378  -6.8641  -0.6180  0.0795
H  -5.6044  -7.0349  -2.0678  0.0803
H  -6.6815  -5.6472  -1.9208  0.0845
C  -1.3887  3.6480  2.0254  -0.0193
N  -0.7462  4.3590  0.9340  -0.0673
C  -0.4790  5.7719  1.1119  -0.1716
C  0.7650  6.1843  0.3540  -0.1764
C  0.6517  5.7229  -1.0809  -0.1713
N  0.3778  4.3027  -1.1243  -0.0694
C  0.8503  3.5603  -2.2821  -0.0150
C  -0.3355  3.6459  -0.1571  -0.4648
O  -0.6180  2.4553  -0.2896  -0.0038
H  -0.9457  3.9617  2.9719  0.0919
H  -1.2206  2.5861  1.9047  0.0654
H  -2.4679  3.8353  2.0522  0.0902
H  -0.3416  5.9589  2.1779  0.1107
H  -1.3400  6.3692  0.7799  0.1181
H  1.6311  5.7033  0.8110  0.0443
H  0.8972  7.2676  0.4027  0.1132
H  1.5885  5.9018  -1.6095  0.1160
H  -0.1335  6.2864  -1.6060  0.1197
H  1.9083  3.7775  -2.4445  0.0904
H  0.2905  3.8297  -3.1852  0.0904
H  0.7341  2.4978  -2.1044  0.0678



2.
Molecular formula: C41H42As3NOS2Y
Method: DFT, ωB97M-V with the def2-TZVPD basis set

Results
Total energy = -9259.0799 Eh
Multiplicity = 2
⟨S²⟩ = 0.75
Charge = +2
Frontier orbital gap (alpha / beta) = 5.92 / 8.93 eV
Relative energy (zero: lowest compared OMol25 entry of this formula, charge and spin) = 0.0 kcal/mol

Last column: Löwdin charge in e.
CARTESIAN COORDINATES (ANGSTROEM)
Y  0.0823  -0.6237  -0.6838  0.9083
C  1.1785  -1.8806  3.1629  -0.2778
As  -0.4009  -1.2337  2.2355  1.0938
C  -1.1204  0.0202  3.5377  -0.2947
C  -1.6017  -2.7533  2.4372  -0.4235
C  -2.0491  -3.0931  3.7130  -0.1018
C  -2.8791  -4.1852  3.9051  -0.0514
C  -3.2676  -4.9575  2.8193  -0.0507
C  -2.8239  -4.6313  1.5487  -0.0998
C  -1.9934  -3.5309  1.3436  -0.4204
As  -1.3884  -3.1338  -0.4617  1.0828
C  -3.0097  -3.3063  -1.5127  -0.2731
C  -0.4246  -4.7442  -0.9425  -0.2647
H  0.9032  -2.2404  4.1530  0.0386
H  1.9064  -1.0743  3.2491  0.0237
H  1.6180  -2.6913  2.5848  0.0300
H  -0.9593  -0.3384  4.5525  0.0338
H  -2.1886  0.1393  3.3614  0.0279
H  -0.6228  0.9822  3.4197  0.0187
H  -1.7492  -2.5054  4.5722  0.0990
H  -3.2196  -4.4359  4.9007  0.1178
H  -3.9128  -5.8137  2.9631  0.1182
H  -3.1314  -5.2465  0.7113  0.1003
H  -3.4366  -4.3010  -1.4005  0.0339
H  -2.7586  -3.1375  -2.5589  0.0337
H  -3.7348  -2.5607  -1.1904  0.0289
H  -1.0427  -5.6168  -0.7387  0.0377
H  0.4952  -4.8044  -0.3643  0.0337
H  -0.1820  -4.7016  -2.0030  0.0361
O  2.1277  -1.3205  -0.2571  -0.6103
As  3.2941  -0.1255  -0.5541  1.2334
C  4.4244  0.0252  0.9645  -0.3157
C  5.0401  1.2346  1.2708  -0.0933
C  5.9040  1.2976  2.3538  -0.0548
C  6.1447  0.1613  3.1147  -0.0483
C  5.5267  -1.0428  2.8023  -0.0552
C  4.6617  -1.1180  1.7213  -0.0933
C  2.2792  1.5006  -0.7088  -0.3576
C  2.0025  2.0795  -1.9480  -0.0928
C  1.2402  3.2390  -2.0015  -0.0521
C  0.7508  3.8085  -0.8313  -0.0594
C  1.0117  3.2249  0.4017  -0.0632
C  1.7799  2.0710  0.4676  -0.1196
C  4.2462  -0.4901  -2.1481  -0.3190
C  5.1522  0.4471  -2.6371  -0.0896
C  5.8640  0.1541  -3.7887  -0.0537
C  5.6733  -1.0646  -4.4289  -0.0453
C  4.7737  -1.9949  -3.9281  -0.0555
C  4.0494  -1.7115  -2.7795  -0.1015
H  4.8475  2.1243  0.6817  0.1092
H  6.3895  2.2312  2.6032  0.1166
H  6.8218  0.2143  3.9567  0.1179
H  5.7246  -1.9242  3.3971  0.1164
H  4.1781  -2.0532  1.4673  0.1054
H  2.3849  1.6316  -2.8575  0.1103
H  1.0401  3.7041  -2.9578  0.1211
H  0.1678  4.7194  -0.8789  0.1138
H  0.6317  3.6778  1.3080  0.1142
H  2.0266  1.6360  1.4313  0.1102
H  5.3088  1.3935  -2.1314  0.1114
H  6.5703  0.8713  -4.1836  0.1169
H  6.2360  -1.2912  -5.3246  0.1183
H  4.6367  -2.9424  -4.4315  0.1171
H  3.3407  -2.4251  -2.3800  0.0999
S  0.7097  -1.2931  -4.4556  0.6225
C  0.4591  -0.9637  -2.9654  -0.8391
N  -1.4459  1.1014  -0.8166  -0.4391
S  -2.8170  1.3375  -0.0093  1.0395
C  -2.8664  3.0529  0.4436  -0.4127
C  -3.0194  4.0401  -0.5241  -0.0722
C  -2.9535  5.3676  -0.1373  -0.0509
C  -2.7432  5.6950  1.1993  -0.0449
C  -2.6003  4.7009  2.1557  -0.0533
C  -2.6598  3.3651  1.7790  -0.0828
C  -4.1620  1.2411  -1.1794  -0.4144
C  -5.4295  1.6284  -0.7594  -0.0748
C  -6.4893  1.5028  -1.6409  -0.0467
C  -6.2795  0.9919  -2.9174  -0.0483
C  -5.0111  0.6018  -3.3163  -0.0533
C  -3.9365  0.7190  -2.4420  -0.0854
H  -1.3123  1.8130  -1.5356  0.0222
H  -3.2067  3.7771  -1.5584  0.1236
H  -3.0806  6.1498  -0.8735  0.1196
H  -2.7052  6.7346  1.4962  0.1191
H  -2.4550  4.9627  3.1950  0.1179
H  -2.5580  2.5784  2.5163  0.0944
H  -5.5880  2.0336  0.2327  0.1209
H  -7.4806  1.8054  -1.3326  0.1194
H  -7.1118  0.8988  -3.6016  0.1182
H  -4.8515  0.2052  -4.3098  0.1165
H  -2.9441  0.4093  -2.7427  0.0935